1.
The following is a quantum chemistry calculation of a structure of composition C31H26N2O4STeTi, from OMol25.

The geometry in XYZ format:
```
66
Properties=species:S:1:pos:R:3:forces:R:3
Ti -0.031 -0.890 -0.524 -0.353 1.391 0.257
O 0.564 -0.284 -4.433 -0.156 -0.158 0.387
C 0.344 -0.771 -3.344 0.110 -0.724 -1.709
O 0.347 -0.154 -2.213 0.200 0.677 -0.291
C 0.047 -2.260 -3.150 0.035 0.154 -0.192
C 0.029 -3.307 -4.062 -0.078 0.317 0.255
C -0.291 -4.573 -3.576 0.066 0.111 0.068
C -0.555 -4.772 -2.224 -0.037 0.282 0.313
C -0.491 -3.667 -1.381 -0.142 -0.181 0.145
N -0.201 -2.477 -1.871 -0.027 -0.676 -0.523
C -0.723 -3.539 0.132 -0.544 -2.324 -0.616
O -1.088 -4.467 0.815 0.249 0.510 -0.267
O -0.501 -2.325 0.516 0.124 0.020 1.231
H 0.250 -3.127 -5.104 -0.029 0.034 -0.032
H -0.333 -5.412 -4.259 0.015 -0.008 0.013
H -0.806 -5.746 -1.833 -0.008 -0.028 0.075
C -4.794 3.376 3.902 0.021 -0.022 -0.041
C -4.088 2.551 2.866 0.127 -0.031 -0.015
C -4.116 1.166 2.892 -0.044 0.179 -0.020
C -3.561 0.408 1.867 0.095 -0.181 -0.099
C -3.595 -1.087 1.958 0.033 -0.104 -0.003
C -2.979 1.054 0.777 0.037 -0.244 -0.088
Te -2.507 -0.037 -1.021 -0.267 0.463 0.471
C -2.830 2.444 0.796 0.130 0.071 -0.235
C -2.057 3.176 -0.262 -0.032 0.025 -0.081
C -3.387 3.166 1.840 -0.157 -0.065 0.020
H -5.190 2.747 4.694 -0.032 0.012 0.107
H -5.627 3.910 3.441 -0.041 0.026 0.052
H -4.129 4.121 4.338 0.009 0.008 0.048
H -4.601 0.666 3.717 -0.044 -0.124 0.100
H -3.809 -1.398 2.977 -0.058 -0.066 0.075
H -2.635 -1.520 1.660 -0.179 0.007 0.039
H -4.365 -1.494 1.302 0.011 -0.106 -0.047
H -1.030 2.804 -0.287 -0.088 0.071 -0.077
H -2.036 4.244 -0.050 0.018 0.040 0.019
H -2.488 3.028 -1.254 0.047 -0.009 0.006
H -3.305 4.243 1.833 0.057 0.181 -0.015
S 2.606 -2.041 -0.831 -0.257 -0.275 0.663
C 3.051 -1.171 -2.198 0.320 0.313 -0.154
N 3.021 0.192 -2.155 0.123 -0.380 -0.167
C 3.205 0.971 -3.235 0.139 0.083 -0.195
C 3.531 0.419 -4.439 0.046 -0.277 -0.021
C 3.656 -0.982 -4.526 0.097 0.424 0.157
C 3.436 -1.762 -3.425 -0.028 0.174 0.151
H 2.708 0.612 -1.270 0.120 -0.167 -0.314
H 3.070 2.033 -3.090 0.013 -0.004 0.052
H 3.668 1.036 -5.311 -0.022 0.128 -0.013
H 3.912 -1.438 -5.470 0.032 -0.039 -0.081
H 3.521 -2.837 -3.461 -0.073 -0.046 0.027
C 2.876 -0.037 4.345 0.073 0.216 0.003
C 2.004 -1.008 3.826 -0.189 -0.056 -0.088
C 1.387 -0.818 2.618 -0.042 -0.227 0.099
C 1.623 0.345 1.846 -0.026 -0.026 0.231
C 0.996 0.524 0.570 0.891 0.760 0.222
C 1.317 1.696 -0.104 -0.487 -0.054 -0.082
C 2.195 2.670 0.415 0.077 0.118 0.114
C 2.783 2.490 1.633 -0.047 -0.003 -0.181
C 2.511 1.325 2.381 -0.267 -0.318 -0.127
C 3.116 1.107 3.638 0.090 -0.106 0.110
H 3.343 -0.196 5.309 0.034 0.013 -0.011
H 1.806 -1.902 4.400 -0.020 -0.066 -0.014
H 0.699 -1.573 2.244 0.194 0.176 0.124
H 0.866 1.902 -1.076 0.091 -0.095 0.119
H 2.401 3.559 -0.164 -0.008 0.093 -0.023
H 3.467 3.223 2.040 0.042 0.081 0.007
H 3.789 1.864 4.020 0.020 0.035 0.058
```
Forces are in eV/Å.

Computed properties:
relative energy (zero: lowest compared OMol25 entry of this formula, charge and spin)	22.42	kcal/mol
Kohn-Sham gap	6.409	eV
max |F|	0.0479	Eh/bohr

Atom charges from the natural (NBO) analysis, given in e for atoms 1 to 8: 1.516 -0.581 0.777 -0.772 0.122 -0.192 -0.150 -0.184

=====

2.
The following is a quantum chemistry calculation of a structure of composition C31H27BCrN7O6S2SeTe, from OMol25.

The geometry in XYZ format:
```
77
Properties=species:S:1:pos:R:3:forces:R:3
Cr -0.273 -0.529 0.007 0.448 0.182 -1.041
C 7.472 1.766 -1.408 -0.102 0.044 0.092
C 6.311 1.251 -0.598 0.046 0.021 -0.031
C 5.004 1.458 -1.026 0.137 -0.004 0.097
C 3.934 0.932 -0.318 -0.200 0.087 0.122
C 4.183 0.212 0.837 -0.234 -0.149 0.093
C 5.475 0.030 1.303 0.060 0.007 0.103
C 6.538 0.552 0.586 -0.145 -0.023 -0.026
S 2.889 -0.720 1.645 0.467 -0.108 -0.051
O 3.050 -2.060 1.137 -0.245 0.031 -0.166
O 3.062 -0.568 3.075 -0.032 0.236 -0.184
N 1.516 -0.114 1.114 0.079 -0.501 -0.010
C 0.898 0.946 1.714 -0.041 0.370 0.150
C 1.401 1.862 2.636 0.029 0.126 0.177
C 0.547 2.838 3.124 -0.016 -0.298 -0.235
C -0.765 2.888 2.678 0.033 -0.047 0.131
C -1.180 1.973 1.727 -0.371 -0.134 0.095
N -0.375 1.014 1.258 0.417 0.917 0.961
H 7.240 1.728 -2.472 0.040 0.016 -0.032
H 8.364 1.168 -1.221 0.044 0.016 -0.041
H 7.698 2.802 -1.146 0.039 0.026 -0.041
H 4.823 2.016 -1.937 -0.055 -0.041 -0.048
H 2.910 1.041 -0.662 0.007 0.059 -0.076
H 5.619 -0.541 2.211 0.120 0.002 0.015
H 7.555 0.398 0.930 0.006 -0.023 0.002
H 2.417 1.760 2.982 0.019 0.054 0.005
H 0.904 3.555 3.852 0.025 -0.002 0.010
H -1.462 3.620 3.056 -0.014 0.037 -0.099
H -2.200 1.954 1.376 0.049 0.030 -0.100
B -3.165 -0.954 1.920 0.068 0.228 0.017
N -1.968 -1.892 2.177 -0.177 -0.113 0.076
C -1.879 -2.863 3.091 0.158 -0.035 -0.078
C -0.600 -3.393 3.049 0.003 0.014 -0.038
C 0.043 -2.670 2.048 -0.123 -0.149 0.202
N -0.796 -1.764 1.544 0.289 -0.183 0.197
N -3.284 -0.699 0.397 -0.337 -0.125 0.102
C -4.447 -0.546 -0.246 0.127 0.072 -0.190
C -4.188 -0.244 -1.572 0.011 -0.043 0.118
C -2.799 -0.237 -1.662 -0.091 -0.036 -0.151
N -2.270 -0.509 -0.470 0.099 0.182 -0.168
H -2.993 0.090 2.501 -0.008 0.054 0.102
H -4.167 -1.518 2.283 -0.099 -0.025 0.062
H -2.720 -3.117 3.712 -0.088 0.060 -0.050
H -0.194 -4.191 3.642 0.011 -0.019 0.022
H 1.050 -2.760 1.681 0.017 -0.021 -0.104
H -5.376 -0.651 0.287 -0.005 -0.051 0.045
H -4.899 -0.051 -2.354 -0.003 -0.001 -0.049
H -2.158 -0.042 -2.508 0.141 0.096 0.042
Te -0.762 2.936 -1.103 -0.171 1.185 -0.100
C -1.505 4.050 -2.730 0.092 -0.059 -0.088
C -2.759 3.948 -3.276 -0.054 -0.130 0.125
C -2.964 4.716 -4.449 0.051 0.112 -0.091
C -1.861 5.428 -4.805 0.250 0.134 -0.025
S -0.566 5.147 -3.696 -0.315 -0.237 0.087
H -3.508 3.303 -2.838 -0.019 -0.037 0.003
H -3.889 4.726 -5.012 -0.019 0.025 -0.013
H -1.724 6.082 -5.650 -0.063 0.037 -0.046
Se 0.485 -4.379 -2.825 0.188 -0.759 -0.598
C 0.205 -3.004 -1.781 -0.299 0.783 0.742
N -0.010 -2.106 -1.070 0.295 -1.056 -0.580
O -0.404 0.615 -3.361 0.214 -0.486 -0.044
C 0.686 0.394 -2.834 -0.458 0.376 -0.308
O 0.928 0.285 -1.584 -0.322 -0.639 0.814
C 1.893 0.285 -3.748 0.060 0.024 0.076
C 1.770 0.698 -5.068 -0.109 0.037 -0.023
C 2.813 0.566 -5.982 0.211 -0.038 -0.049
C 3.978 0.010 -5.512 0.015 -0.100 0.275
O 5.150 -0.250 -6.203 -0.224 0.241 0.009
C 6.001 -0.888 -5.268 0.519 -0.323 -0.151
O 5.400 -0.869 -3.995 -0.187 0.084 0.218
C 4.117 -0.381 -4.190 -0.030 0.071 -0.366
C 3.093 -0.265 -3.285 0.100 -0.134 0.019
H 0.825 1.119 -5.379 -0.050 -0.014 0.051
H 2.720 0.877 -7.014 -0.037 0.014 -0.017
H 6.963 -0.360 -5.233 -0.116 0.013 0.037
H 6.171 -1.929 -5.583 -0.092 0.072 0.030
H 3.186 -0.606 -2.264 -0.033 -0.027 -0.016
```
Forces are in eV/Å.

Computed properties:
⟨S²⟩	3.775
relative energy (zero: lowest compared OMol25 entry of this formula, charge and spin)	27.73	kcal/mol
charge	-2
2S+1	4
Kohn-Sham gap (alpha / beta)	4.649 / 4.615	eV
max |F|	0.0271	Eh/bohr

Atom charges from the Mulliken analysis, given in e for atoms 1 to 8: -0.880 -1.540 0.959 -0.750 -0.552 0.490 -0.939 -0.872

=====

3.
The following is a quantum chemistry calculation of a structure of composition C31H27BN9O5Yb, from OMol25.

The geometry in XYZ format:
```
74
Properties=species:S:1:pos:R:3:forces:R:3
Yb 0.127 -0.620 -0.563 -0.228 -0.182 0.253
C 0.405 -5.257 -0.848 -0.185 -0.016 0.081
C 0.071 -3.999 -1.352 0.125 0.128 -0.100
N 0.473 -3.041 -0.520 -0.052 0.026 0.092
N 1.050 -3.658 0.533 -0.090 -0.057 -0.089
C 1.002 -4.987 0.366 0.265 0.078 0.008
B 1.680 -2.853 1.687 0.010 -0.076 0.153
N 0.577 -2.056 2.420 -0.015 0.057 -0.097
C 0.086 -2.233 3.654 0.284 0.076 0.101
C -0.872 -1.268 3.890 -0.191 -0.104 -0.105
C -0.940 -0.558 2.691 0.205 0.192 -0.005
N -0.050 -1.023 1.820 -0.188 -0.154 -0.023
N 2.723 -1.879 1.117 0.012 -0.001 -0.175
C 4.017 -1.737 1.440 -0.081 0.006 0.184
C 4.540 -0.689 0.714 0.013 -0.008 -0.166
C 3.472 -0.248 -0.072 -0.094 -0.015 0.089
N 2.385 -0.970 0.179 -0.019 0.133 -0.057
H 0.232 -6.219 -1.296 -0.037 -0.034 -0.008
H -0.430 -3.717 -2.263 -0.004 -0.048 -0.035
H 1.428 -5.636 1.113 0.005 -0.060 -0.003
H 2.194 -3.606 2.462 0.056 -0.071 0.046
H 0.484 -3.011 4.282 -0.010 -0.014 0.058
H -1.440 -1.109 4.788 -0.051 -0.021 0.026
H -1.565 0.277 2.413 -0.023 0.013 0.034
H 4.459 -2.386 2.176 0.055 0.002 0.024
H 5.543 -0.303 0.735 0.044 -0.023 0.009
H 3.417 0.556 -0.789 0.029 0.010 -0.001
C -3.813 1.542 -1.819 0.134 0.038 0.018
C -2.832 0.633 -1.149 -0.145 -0.200 0.113
N -1.669 0.977 -0.737 -0.135 0.430 -0.349
N -1.309 2.308 -0.841 -0.025 -0.332 0.120
C -0.061 2.432 -0.439 0.526 0.233 0.205
O 0.713 1.475 -0.095 -0.151 -0.081 -0.001
C 0.507 3.814 -0.356 -0.188 -0.026 -0.153
C -0.198 4.899 -0.866 -0.027 0.074 -0.010
C 0.335 6.175 -0.795 -0.071 0.011 -0.033
C 1.573 6.378 -0.208 0.117 0.055 0.054
C 2.282 5.300 0.305 0.020 -0.032 0.015
C 1.754 4.021 0.228 -0.150 -0.095 -0.077
C -3.187 -0.793 -0.912 -0.006 -0.034 0.103
C -4.361 -1.352 -1.410 0.237 0.028 0.160
C -4.645 -2.676 -1.115 -0.036 0.029 -0.028
C -3.764 -3.395 -0.332 0.078 -0.072 0.085
C -2.609 -2.766 0.110 0.008 0.011 0.076
N -2.316 -1.504 -0.167 -0.149 0.123 -0.465
H -3.537 2.578 -1.648 0.029 -0.015 0.010
H -4.828 1.366 -1.470 -0.024 -0.001 0.059
H -3.795 1.356 -2.897 -0.005 0.012 -0.032
H -1.163 4.733 -1.321 -0.037 -0.045 -0.013
H -0.216 7.014 -1.199 -0.016 0.009 -0.007
H 1.988 7.377 -0.150 0.012 -0.002 0.004
H 3.249 5.454 0.765 0.017 0.021 0.005
H 2.291 3.167 0.614 0.036 -0.029 0.029
H -5.036 -0.771 -2.018 -0.003 0.056 -0.027
H -5.550 -3.135 -1.490 -0.015 -0.013 -0.014
H -3.948 -4.427 -0.070 -0.013 -0.018 0.001
H -1.881 -3.300 0.709 0.012 -0.028 0.020
O 0.806 0.012 -2.700 0.065 0.066 -0.243
C -0.162 -0.605 -3.232 0.150 0.055 0.174
O -0.856 -1.393 -2.523 -0.163 -0.116 -0.140
C -0.526 -0.384 -4.656 -0.090 0.019 -0.187
C -1.641 -1.035 -5.185 0.353 0.132 0.304
C -2.040 -0.840 -6.503 0.082 0.144 -0.229
C -1.274 0.022 -7.252 0.283 0.152 0.143
O -1.461 0.403 -8.552 -0.041 -0.057 0.243
C -0.333 1.209 -8.884 0.073 0.009 -0.253
O 0.384 1.488 -7.692 0.012 0.020 0.192
C -0.156 0.676 -6.727 -0.350 -0.208 -0.187
C 0.248 0.501 -5.432 -0.252 -0.200 0.013
H -2.193 -1.703 -4.540 -0.022 -0.024 0.045
H -2.903 -1.337 -6.922 -0.026 -0.010 -0.024
H -0.684 2.146 -9.322 0.073 -0.078 -0.036
H 0.312 0.648 -9.572 -0.067 0.111 0.016
H 1.098 1.005 -5.000 0.051 0.040 0.010
```
Forces are in eV/Å.

Computed properties:
⟨S²⟩	0.751
relative energy (zero: lowest compared OMol25 entry of this formula, charge and spin)	0.00	kcal/mol
2S+1	2
Kohn-Sham gap (alpha / beta)	7.808 / 7.808	eV
max |F|	0.0119	Eh/bohr

Atom charges from the Mulliken analysis, given in e for atoms 1 to 8: 1.158 -1.333 -0.159 0.376 -0.344 -0.141 0.061 -0.193

=====

4.
The following is a quantum chemistry calculation of a structure of composition C31H27Cl3IrN5O2S2Si, from OMol25.

The geometry in XYZ format:
```
72
Properties=species:S:1:pos:R:3:forces:R:3
Ir -0.298 0.499 0.246 1.248 1.222 -0.929
C -2.239 1.691 -3.556 0.202 -0.013 -0.082
O -2.719 2.462 -2.406 -0.183 0.065 -0.019
C -2.043 2.026 -1.372 -0.011 0.022 -0.007
N -1.234 1.037 -1.545 0.004 -0.115 0.164
C -1.406 0.550 -2.930 -0.113 -0.157 -0.218
C -0.151 0.248 -3.712 0.036 0.029 0.099
C -0.288 -0.344 -4.965 -0.020 -0.022 -0.056
C 0.826 -0.547 -5.764 0.000 -0.039 -0.007
C 2.088 -0.183 -5.310 0.000 -0.016 0.026
C 2.227 0.382 -4.052 -0.005 0.015 0.033
C 1.109 0.600 -3.256 -0.033 -0.035 -0.069
C -2.222 2.606 -0.021 -0.332 -0.201 -0.157
C -2.971 3.704 0.354 -0.141 -0.010 -0.044
C -2.969 4.072 1.697 0.025 -0.094 -0.006
C -2.196 3.367 2.615 -0.086 -0.023 0.110
C -1.455 2.292 2.157 -0.153 -0.278 0.246
N -1.531 1.906 0.881 0.593 0.528 -0.098
C -0.439 1.491 2.876 -0.036 0.038 0.070
N 0.323 0.698 2.203 -0.445 -0.361 0.044
C 1.390 0.221 3.096 0.232 -0.190 0.220
C 0.883 0.694 4.479 -0.019 -0.145 -0.030
O -0.230 1.601 4.166 0.090 0.301 0.055
C 1.692 -1.252 3.024 -0.167 -0.004 -0.107
C 2.950 -1.694 3.421 0.027 -0.030 0.009
C 3.242 -3.050 3.435 0.005 0.008 -0.027
C 2.284 -3.972 3.034 -0.001 -0.007 -0.006
C 1.031 -3.533 2.628 -0.022 0.029 -0.042
C 0.735 -2.177 2.622 -0.010 -0.024 0.126
H -1.624 2.346 -4.171 0.013 0.094 0.101
H -3.096 1.359 -4.132 -0.081 -0.004 0.103
H -1.999 -0.371 -2.888 -0.053 0.033 0.156
H -1.266 -0.640 -5.330 0.002 0.023 0.013
H 0.712 -0.985 -6.747 -0.011 -0.013 0.018
H 2.955 -0.339 -5.937 -0.005 0.005 0.004
H 3.206 0.680 -3.695 -0.010 -0.001 -0.017
H 1.212 1.064 -2.288 0.000 -0.076 -0.028
H -3.527 4.260 -0.389 -0.001 0.006 0.021
H -3.545 4.928 2.022 -0.004 -0.016 -0.002
H -2.153 3.651 3.657 0.031 0.032 -0.020
H 2.298 0.763 2.833 -0.049 0.044 -0.057
H 1.623 1.246 5.048 -0.038 0.113 -0.040
H 0.496 -0.122 5.086 -0.139 0.016 -0.045
H 3.702 -0.978 3.735 -0.006 -0.003 -0.017
H 4.217 -3.388 3.760 -0.004 0.007 -0.008
H 2.511 -5.029 3.047 0.002 0.010 0.007
H 0.277 -4.251 2.329 0.016 0.003 -0.008
H -0.247 -1.837 2.315 -0.008 -0.022 0.042
C 3.217 -0.327 -0.430 0.094 -0.124 -0.081
C 2.128 -1.281 -0.749 -0.070 -0.039 0.028
N 0.858 -1.138 -0.434 0.182 0.332 -0.125
C 0.120 -2.257 -0.782 -0.002 -0.016 0.056
C 0.827 -3.223 -1.407 0.087 -0.121 -0.102
S 2.459 -2.754 -1.538 -0.006 0.020 0.055
C -1.268 -2.290 -0.356 -0.222 -0.027 0.026
C -2.168 -3.298 -0.456 -0.063 -0.074 -0.070
S -3.645 -2.837 0.260 0.016 0.013 0.064
C -2.997 -1.319 0.686 -0.006 0.034 0.090
N -1.752 -1.173 0.299 0.612 0.355 0.072
C -3.785 -0.305 1.447 0.055 0.034 -0.109
H 2.804 0.639 -0.175 0.009 -0.004 -0.023
H 3.909 -0.228 -1.265 -0.020 0.041 0.000
H 3.785 -0.694 0.428 -0.038 0.023 0.026
H 0.486 -4.173 -1.785 -0.035 0.019 0.041
H -2.035 -4.275 -0.891 -0.008 0.032 -0.027
H -4.702 -0.740 1.839 -0.004 0.014 0.010
H -4.055 0.534 0.802 -0.040 -0.020 0.009
H -3.196 0.079 2.279 -0.031 -0.052 0.030
Cl 2.249 3.357 -1.859 0.120 0.120 -0.080
Si 1.436 2.847 -0.080 -1.417 -1.980 0.706
Cl 2.929 2.698 1.320 0.215 0.312 -0.001
Cl 0.258 4.409 0.542 0.230 0.364 -0.116
```
Forces are in eV/Å.

Computed properties:
relative energy (zero: lowest compared OMol25 entry of this formula, charge and spin)	20.74	kcal/mol
charge	+2
Kohn-Sham gap	7.487	eV
max |F|	0.0493	Eh/bohr

Atom charges from the Mulliken analysis, given in e for atoms 1 to 8: -0.196 -0.523 -0.476 0.427 0.293 -0.498 -0.030 -0.585